Here is a structure of composition C13H18N2O8P2 in a non-equilibrium geometry from the OMol25 dataset. Energies are from wB97M-V/def2-TZVPD.

Each line ends with the Mulliken charge.
CARTESIAN COORDINATES (ANGSTROEM)
1 O 3.706 2.980 -0.459  -0.859
2 O 4.559 0.096 -0.252  -0.843
3 N -1.716 -3.389 0.350  -0.222
4 N -3.005 -2.899 2.181  -0.416
5 O -2.282 -3.962 1.505  -0.161
6 O -1.500 -1.225 -0.540  -0.232
7 O 2.923 1.484 1.317  -0.481
8 O 1.273 2.878 -0.156  -0.500
9 O 5.007 1.647 -2.030  -0.544
10 O 4.258 -0.735 -2.491  -0.502
11 C -2.131 -2.139 0.248  0.588
12 C -2.710 -1.790 1.537  0.069
13 C -3.514 2.121 3.172  -0.577
14 C -2.411 1.878 2.375  -0.157
15 C -4.288 1.018 3.432  -0.386
16 C -2.064 0.694 1.767  -0.406
17 C -3.975 -0.212 2.931  -0.736
18 C -2.888 -0.445 2.101  0.531
19 C -1.516 -1.668 -1.848  -0.809
20 C -0.038 -2.157 -2.203  -0.823
21 C 0.881 -0.850 -2.449  -0.663
22 C 1.300 -0.237 -1.124  -0.179
23 C 2.396 0.870 -1.407  0.208
24 P 2.617 2.034 -0.127  0.684
25 P 4.024 0.472 -1.565  0.869
26 H 3.702 1.014 0.977  0.438
27 H 1.371 3.524 0.583  0.356
28 H 4.831 2.337 -1.321  0.506
29 H 5.147 -0.796 -2.144  0.293
30 H -3.998 3.152 3.385  0.275
31 H -1.877 2.779 1.983  0.248
32 H -5.030 1.167 4.179  0.386
33 H -1.225 0.688 1.129  0.582
34 H -4.549 -1.043 3.302  0.401
35 H -2.213 -2.466 -2.070  0.487
36 H -1.837 -0.720 -2.370  0.425
37 H 0.225 -2.690 -3.133  0.426
38 H 0.265 -2.775 -1.372  0.419
39 H 0.353 -0.110 -3.091  0.346
40 H 1.726 -1.345 -2.950  0.352
41 H 1.785 -0.916 -0.449  0.445
42 H 0.317 0.178 -0.716  -0.207
43 H 2.098 1.556 -2.187  0.367

Properties
HOMO level, eV: -9.5919
Electronic energy, eV: -51710.31587
Gap between HOMO and LUMO, eV: 9.49
Strongest force on any atom, eV Å⁻¹: 4.74
Molar mass, g mol⁻¹: 392.24
Net charge: 0
Multiplicity: 1